Here is a 5-piece molecular cluster, CH10O6 overall in a non-equilibrium geometry from the OMol25 dataset. Energies are from the ωB97M-V functional and the def2-TZVPD basis.

Results
HOMO level ... -0.393 Ha
SMILES string ... O=CO.O.O.O.O
Energy above the lowest of the compared OMol25 structures with the same formula, charge and spin ... 1.687 eV
Lowest unoccupied orbital energy ... 0.49 eV

Geometry as XYZ:
```
17
CH10O6 the ωB97M-V functional and the def2-TZVPD basis
O -0.867 1.128 -0.522
C -0.942 1.940 0.356
O -0.977 1.770 1.674
H -0.781 3.030 0.021
H -1.831 2.018 2.040
O -1.097 -1.689 0.790
H -1.577 -2.493 1.052
H -1.310 -1.653 -0.180
O 2.324 0.954 -1.686
H 2.610 1.492 -2.483
H 2.963 0.233 -1.626
O -0.687 -1.668 -1.911
H 0.004 -2.268 -1.567
H -0.239 -0.829 -1.722
O 1.755 -1.559 1.530
H 1.111 -1.644 0.810
H 1.242 -0.981 2.117
```